(1)
Density functional theory data (the ωB97M-V functional and the def2-TZVPD basis) for a structure of composition C24H19Br4N7O6Zr.

The value obtained for the orbital gap is 7.4 eV. The max |F| comes out at 0.014 hartree/bohr. The energy above the lowest of the compared OMol25 structures with the same formula, charge and spin is 107.5 kJ/mol. Its HOMO energy is -0.287 hartree. Its LUMO energy is -0.42 eV.

The geometry in ORCA input format:
```
! wB97M-V def2-TZVPD RIJCOSX def2/J DEFGRID3
* xyz 0 1
Zr 0.07 0.33 0.55
Br 4.30 0.84 -0.58
C 3.93 -0.50 0.70
C 4.83 -1.58 0.83
C 4.56 -2.59 1.70
Br 5.80 -4.01 1.87
C 3.34 -2.61 2.44
C 2.91 -3.67 3.25
C 1.67 -3.62 3.82
C 0.85 -2.51 3.57
N 1.23 -1.48 2.85
C 2.47 -1.51 2.30
C 2.80 -0.40 1.45
O 1.96 0.63 1.37
H 5.74 -1.59 0.25
H 3.56 -4.53 3.40
H 1.30 -4.44 4.43
H -0.16 -2.47 3.97
O 0.54 -2.72 -2.19
C 0.30 -1.74 -1.54
O 0.70 -1.49 -0.30
C -0.55 -0.54 -2.04
O -1.57 -0.65 -2.68
O -0.05 0.59 -1.57
C 0.10 5.36 -2.00
N 0.64 4.57 -0.91
C 2.04 4.77 -0.57
C -0.01 3.50 -0.39
N 0.56 2.56 0.28
N -1.38 3.52 -0.59
C -2.28 2.49 -0.41
N -3.53 2.80 -0.88
N -1.97 1.40 0.17
H -0.48 6.22 -1.65
H -0.53 4.74 -2.65
H 0.92 5.73 -2.61
H 2.31 5.80 -0.78
H 2.70 4.11 -1.14
H 2.20 4.59 0.49
H 1.57 2.60 0.23
H -1.78 4.41 -0.86
H -3.58 3.35 -1.73
H -4.19 2.03 -0.88
H -2.71 0.70 0.12
Br -3.94 -2.69 1.80
C -3.25 -1.30 2.87
C -3.88 -0.97 4.08
C -3.39 0.03 4.88
Br -4.26 0.42 6.51
C -2.25 0.77 4.49
C -1.65 1.82 5.22
C -0.55 2.46 4.72
C -0.04 2.07 3.46
N -0.58 1.11 2.76
C -1.65 0.44 3.26
C -2.11 -0.64 2.44
O -1.45 -0.92 1.35
H -4.75 -1.52 4.38
H -2.07 2.11 6.18
H -0.06 3.25 5.26
H 0.83 2.55 3.03
*
```

Atom-resolved charges from natural (NBO), all expressed in e: atom 1 (Zr): 2.39, atom 2 (Br): 0.06, atom 3 (C): -0.14, atom 4 (C): -0.23, atom 5 (C): -0.07, atom 6 (Br): 0.05, atom 7 (C): -0.13, atom 8 (C): -0.14, atom 9 (C): -0.24, atom 10 (C): 0.07, atom 11 (N): -0.43, atom 12 (C): 0.19, atom 13 (C): 0.30, atom 14 (O): -0.84, atom 15 (H): 0.24, atom 16 (H): 0.23, atom 17 (H): 0.22, atom 18 (H): 0.19, atom 19 (O): -0.56, atom 20 (C): 0.69, atom 21 (O): -0.83, atom 22 (C): 0.67, atom 23 (O): -0.59, atom 24 (O): -0.84, atom 25 (C): -0.42, atom 26 (N): -0.41, atom 27 (C): -0.42, atom 28 (C): 0.68, atom 29 (N): -0.86, atom 30 (N): -0.61, atom 31 (C): 0.67, atom 32 (N): -0.80, atom 33 (N): -0.80, atom 34 (H): 0.20, atom 35 (H): 0.22, atom 36 (H): 0.23, atom 37 (H): 0.22, atom 38 (H): 0.21, atom 39 (H): 0.22, atom 40 (H): 0.41, atom 41 (H): 0.41, atom 42 (H): 0.39, atom 43 (H): 0.41, atom 44 (H): 0.40, atom 45 (Br): 0.09, atom 46 (C): -0.19, atom 47 (C): -0.21, atom 48 (C): -0.13, atom 49 (Br): 0.06, atom 50 (C): -0.04, atom 51 (C): -0.13, atom 52 (C): -0.26, atom 53 (C): 0.10, atom 54 (N): -0.47, atom 55 (C): 0.09, atom 56 (C): 0.38, atom 57 (O): -0.81, atom 58 (H): 0.24, atom 59 (H): 0.23, atom 60 (H): 0.23, atom 61 (H): 0.22

***

(2)
Density functional theory data (the ωB97M-V functional and the def2-TZVPD basis) for a cluster of 2 separate species, BrHOS in total at a distorted geometry.

The SMILES is O=S.Br. The value obtained for the orbital gap (alpha / beta) is 7.8 / 7.8 eV. The max |F| comes out at 0.034 hartree/bohr. The energy above the lowest of the compared OMol25 structures with the same formula, charge and spin is 98.5 kJ/mol. Its HOMO energy (alpha / beta) is -0.369 / -0.369 hartree. Its LUMO energy (alpha / beta) is -2.25 / -2.25 eV.

The geometry in ORCA input format:
```
! wB97M-V def2-TZVPD RIJCOSX def2/J DEFGRID3
* xyz 0 1
O -0.94 0.08 0.00
S -2.41 -0.20 -0.06
Br 2.41 -0.03 -0.05
H 0.93 0.15 0.11
*
```

Atom-resolved charges from natural (NBO), all expressed in e: atom 1 (O): -0.71, atom 2 (S): 0.73, atom 3 (Br): -0.26, atom 4 (H): 0.24

***

(3)
Density functional theory data (the ωB97M-V functional and the def2-TZVPD basis) for a structure of composition C11H12EuN4O5 at a distorted geometry.

The value obtained for the orbital gap (alpha / beta) is 3.8 / 3.3 eV. The max |F| comes out at 0.330 hartree/bohr. The expectation value of S² is 12.074. Its HOMO energy (alpha / beta) is -0.705 / -0.688 hartree. Its LUMO energy (alpha / beta) is -15.40 / -15.47 eV.

The geometry in ORCA input format:
```
! wB97M-V def2-TZVPD RIJCOSX def2/J DEFGRID3
* xyz 3 7
O -1.09 -2.33 -3.07
C -0.79 -1.69 -2.23
Eu 0.05 -0.25 -0.15
O -2.19 2.17 -0.73
C -1.40 1.32 -0.52
C 0.52 1.11 1.47
O 0.86 1.84 2.42
C 1.31 0.94 -1.18
O 2.12 1.54 -1.79
C -1.33 -0.93 1.18
O -2.06 -1.42 1.95
C 1.85 -2.72 -0.18
N 1.72 -1.51 0.72
C 3.06 -0.80 0.75
N 4.14 -1.69 1.24
C 4.22 -2.88 0.34
N 2.93 -3.64 0.29
C 2.61 -4.07 1.69
N 2.49 -2.91 2.63
C 1.42 -2.01 2.12
C 3.78 -2.16 2.62
H 2.08 -2.37 -1.20
H 0.89 -3.25 -0.20
H 2.98 0.07 1.40
H 3.31 -0.47 -0.26
H 5.01 -3.54 0.70
H 4.48 -2.55 -0.67
H 1.67 -4.62 1.69
H 3.40 -4.74 2.05
H 1.32 -1.15 2.78
H 0.48 -2.56 2.11
H 4.58 -2.81 2.99
H 3.70 -1.30 3.28
*
```

Atom-resolved charges from Mulliken, all expressed in e: atom 1 (O): 0.07, atom 2 (C): 0.19, atom 3 (Eu): 0.24, atom 4 (O): -0.06, atom 5 (C): 0.46, atom 6 (C): 0.57, atom 7 (O): -0.15, atom 8 (C): 0.48, atom 9 (O): -0.04, atom 10 (C): 0.47, atom 11 (O): -0.03, atom 12 (C): -0.73, atom 13 (N): 0.43, atom 14 (C): -0.79, atom 15 (N): 0.12, atom 16 (C): -0.77, atom 17 (N): 0.10, atom 18 (C): -0.77, atom 19 (N): 0.14, atom 20 (C): -0.81, atom 21 (C): -0.67, atom 22 (H): 0.43, atom 23 (H): 0.43, atom 24 (H): 0.30, atom 25 (H): 0.49, atom 26 (H): 0.36, atom 27 (H): 0.34, atom 28 (H): 0.33, atom 29 (H): 0.36, atom 30 (H): 0.30, atom 31 (H): 0.51, atom 32 (H): 0.36, atom 33 (H): 0.34

***

(4)
Density functional theory data (the ωB97M-V functional and the def2-TZVPD basis) for a cluster of 7 separate species, C26H52Cl2O12S6 in total at a distorted geometry.

The SMILES is O=S1(=O)CCCC1.O=S1(=O)CCCC1.O=S1(=O)CCCC1.O=S1(=O)CCCC1.O=S1(=O)CCCC1.O=S1(=O)CCCC1.ClCCCl. The value obtained for the orbital gap is 9.9 eV. The max |F| comes out at 0.046 hartree/bohr. The energy above the lowest of the compared OMol25 structures with the same formula, charge and spin is 0.0 kJ/mol. Its HOMO energy is -0.365 hartree. Its LUMO energy is -0.02 eV.

The geometry in ORCA input format:
```
! wB97M-V def2-TZVPD RIJCOSX def2/J DEFGRID3
* xyz 0 1
C -2.36 -2.80 -2.69
C -3.70 -3.54 -2.47
C -4.90 -2.62 -2.70
S -4.30 -1.41 -3.94
O -4.55 -0.08 -3.45
O -4.79 -1.76 -5.25
C -2.51 -1.85 -3.85
H -1.56 -3.53 -2.82
H -2.16 -2.25 -1.77
H -3.68 -3.90 -1.44
H -3.72 -4.43 -3.10
H -5.06 -2.05 -1.79
H -5.80 -3.04 -3.13
H -1.93 -0.95 -4.04
H -2.41 -2.41 -4.78
C 5.33 3.54 2.94
C 4.77 2.46 3.85
C 3.40 2.05 3.25
S 2.72 3.70 2.78
O 1.83 4.11 3.84
O 2.32 3.62 1.39
C 4.30 4.63 2.93
H 5.59 3.10 1.97
H 6.32 3.88 3.27
H 4.65 2.84 4.86
H 5.42 1.58 3.91
H 2.74 1.53 3.93
H 3.54 1.53 2.30
H 4.28 5.13 3.90
H 4.28 5.37 2.14
C 2.76 1.26 -4.94
C 3.97 1.72 -5.78
C 3.59 1.96 -7.25
S 2.01 1.17 -7.57
O 2.06 0.07 -8.51
O 1.04 2.24 -7.75
C 1.83 0.51 -5.85
H 2.18 2.04 -4.45
H 3.13 0.71 -4.07
H 4.85 1.07 -5.78
H 4.36 2.64 -5.36
H 4.22 1.35 -7.90
H 3.68 2.94 -7.70
H 2.13 -0.55 -5.86
H 0.78 0.41 -5.57
C 2.53 -0.12 -1.40
C 1.49 -0.80 -2.33
C 1.13 -2.20 -1.78
S 1.23 -2.00 0.03
O 2.13 -3.00 0.55
O -0.11 -1.78 0.57
C 1.98 -0.31 0.01
H 2.60 0.95 -1.61
H 3.43 -0.67 -1.64
H 1.89 -0.94 -3.34
H 0.55 -0.25 -2.42
H 1.80 -2.98 -2.12
H 0.10 -2.51 -1.96
H 2.58 -0.29 0.91
H 1.09 0.31 0.11
C -4.24 0.36 1.48
C -5.67 -0.04 1.17
C -5.80 -1.49 1.63
S -4.16 -2.29 1.46
O -4.19 -3.18 0.34
O -3.69 -2.78 2.76
C -3.31 -0.76 1.07
H -4.14 0.41 2.58
H -3.89 1.35 1.18
H -6.03 0.02 0.14
H -6.33 0.57 1.78
H -6.44 -2.20 1.10
H -6.11 -1.53 2.68
H -3.19 -0.78 -0.02
H -2.28 -0.77 1.44
C 0.20 -2.15 3.04
C -0.78 -2.38 4.20
C -0.54 -1.26 5.25
S 1.24 -0.90 5.13
O 1.87 -1.56 6.27
O 1.45 0.52 4.89
C 1.57 -1.91 3.65
H -0.15 -1.37 2.36
H 0.27 -3.05 2.43
H -0.54 -3.31 4.72
H -1.81 -2.31 3.88
H -0.88 -1.52 6.24
H -1.05 -0.33 4.99
H 2.02 -2.83 4.02
H 2.30 -1.42 3.00
Cl -0.55 1.51 2.02
C -1.20 3.10 2.48
C -1.46 3.06 3.97
Cl -2.64 1.85 4.52
H -2.06 3.27 1.83
H -0.47 3.84 2.17
H -1.84 4.01 4.36
H -0.53 2.89 4.50
*
```

Atom-resolved charges from Mulliken, all expressed in e: atom 1 (C): 0.14, atom 2 (C): -1.05, atom 3 (C): -0.23, atom 4 (S): 1.16, atom 5 (O): -0.65, atom 6 (O): -0.68, atom 7 (C): -0.80, atom 8 (H): 0.53, atom 9 (H): -0.18, atom 10 (H): 0.43, atom 11 (H): 0.44, atom 12 (H): -0.23, atom 13 (H): 0.53, atom 14 (H): 0.35, atom 15 (H): 0.36, atom 16 (C): -0.58, atom 17 (C): -0.80, atom 18 (C): 0.28, atom 19 (S): 1.25, atom 20 (O): -0.67, atom 21 (O): -0.66, atom 22 (C): -0.85, atom 23 (H): 0.26, atom 24 (H): 0.38, atom 25 (H): 0.35, atom 26 (H): 0.38, atom 27 (H): 0.05, atom 28 (H): 0.00, atom 29 (H): 0.32, atom 30 (H): 0.41, atom 31 (C): 0.12, atom 32 (C): -0.94, atom 33 (C): -0.67, atom 34 (S): 1.13, atom 35 (O): -0.65, atom 36 (O): -0.66, atom 37 (C): -0.87, atom 38 (H): 0.37, atom 39 (H): -0.09, atom 40 (H): 0.34, atom 41 (H): 0.33, atom 42 (H): 0.31, atom 43 (H): 0.46, atom 44 (H): 0.40, atom 45 (H): 0.44, atom 46 (C): -0.85, atom 47 (C): -0.18, atom 48 (C): -0.08, atom 49 (S): 1.12, atom 50 (O): -0.76, atom 51 (O): -0.51, atom 52 (C): -0.44, atom 53 (H): 0.52, atom 54 (H): 0.41, atom 55 (H): 0.12, atom 56 (H): 0.27, atom 57 (H): 0.49, atom 58 (H): -0.65, atom 59 (H): 0.31, atom 60 (H): 0.11, atom 61 (C): -0.25, atom 62 (C): -0.84, atom 63 (C): -0.91, atom 64 (S): 1.10, atom 65 (O): -0.67, atom 66 (O): -0.74, atom 67 (C): 0.80, atom 68 (H): 0.17, atom 69 (H): 0.27, atom 70 (H): 0.35, atom 71 (H): 0.38, atom 72 (H): 0.47, atom 73 (H): 0.42, atom 74 (H): -0.09, atom 75 (H): -0.62, atom 76 (C): 0.56, atom 77 (C): -0.46, atom 78 (C): -0.34, atom 79 (S): 1.05, atom 80 (O): -0.76, atom 81 (O): -0.64, atom 82 (C): -0.72, atom 83 (H): -0.56, atom 84 (H): 0.45, atom 85 (H): 0.41, atom 86 (H): -0.01, atom 87 (H): 0.50, atom 88 (H): -0.11, atom 89 (H): 0.37, atom 90 (H): 0.25, atom 91 (Cl): 0.05, atom 92 (C): -0.76, atom 93 (C): -0.31, atom 94 (Cl): -0.19, atom 95 (H): 0.35, atom 96 (H): 0.26, atom 97 (H): 0.45, atom 98 (H): 0.17

***

(5)
Density functional theory data (the ωB97M-V functional and the def2-TZVPD basis) for a structure of composition C14H28AsN3OPdS.

The value obtained for the orbital gap is 7.2 eV. The max |F| comes out at 0.007 hartree/bohr. The energy above the lowest of the compared OMol25 structures with the same formula, charge and spin is 0.0 kJ/mol. Its HOMO energy is -0.243 hartree. Its LUMO energy is 0.58 eV.

The geometry in ORCA input format:
```
! wB97M-V def2-TZVPD RIJCOSX def2/J DEFGRID3
* xyz 0 1
Pd 0.77 -0.86 0.83
O -1.04 0.80 -1.20
C -1.84 -0.23 -1.70
C -2.38 -1.18 -0.64
C -3.38 -2.08 -0.99
C -3.85 -2.96 -0.04
C -3.31 -2.92 1.24
C -2.32 -2.00 1.49
N -1.85 -1.15 0.57
H -0.28 0.39 -0.74
H -1.30 -0.83 -2.44
H -2.68 0.24 -2.20
H -3.78 -2.08 -2.00
H -4.63 -3.67 -0.29
H -3.65 -3.59 2.02
H -1.86 -1.93 2.47
C 5.14 -2.08 -0.79
C 4.26 -1.56 0.33
N 3.42 -2.59 0.91
C 2.14 -2.79 0.55
S 1.48 -2.27 -0.95
N 1.44 -3.70 1.30
C 1.64 -3.86 2.74
C 2.51 -5.06 3.09
H 5.74 -1.27 -1.22
H 4.52 -2.50 -1.58
H 5.83 -2.85 -0.43
H 3.60 -0.77 -0.03
H 4.87 -1.13 1.13
H 3.75 -3.06 1.74
H 0.49 -3.81 0.97
H 0.66 -3.96 3.20
H 2.07 -2.93 3.14
H 2.07 -5.98 2.70
H 2.60 -5.16 4.18
H 3.51 -4.98 2.68
C 1.59 0.09 4.45
As 1.04 0.66 2.66
C -0.55 1.68 3.14
C 2.30 2.14 2.43
H 1.68 0.95 5.11
H 2.56 -0.42 4.39
H 0.86 -0.61 4.85
H -0.33 2.43 3.90
H -1.31 0.99 3.52
H -0.95 2.15 2.24
H 2.21 2.85 3.25
H 2.09 2.64 1.49
H 3.31 1.74 2.39
*
```

Atom-resolved charges from natural (NBO), all expressed in e: atom 1 (Pd): -0.10, atom 2 (O): -0.70, atom 3 (C): -0.09, atom 4 (C): 0.21, atom 5 (C): -0.25, atom 6 (C): -0.16, atom 7 (C): -0.28, atom 8 (C): 0.04, atom 9 (N): -0.46, atom 10 (H): 0.48, atom 11 (H): 0.18, atom 12 (H): 0.19, atom 13 (H): 0.22, atom 14 (H): 0.22, atom 15 (H): 0.22, atom 16 (H): 0.19, atom 17 (C): -0.62, atom 18 (C): -0.22, atom 19 (N): -0.62, atom 20 (C): 0.29, atom 21 (S): -0.28, atom 22 (N): -0.63, atom 23 (C): -0.23, atom 24 (C): -0.61, atom 25 (H): 0.21, atom 26 (H): 0.23, atom 27 (H): 0.20, atom 28 (H): 0.24, atom 29 (H): 0.19, atom 30 (H): 0.39, atom 31 (H): 0.41, atom 32 (H): 0.21, atom 33 (H): 0.20, atom 34 (H): 0.22, atom 35 (H): 0.21, atom 36 (H): 0.20, atom 37 (C): -0.95, atom 38 (As): 0.97, atom 39 (C): -0.95, atom 40 (C): -0.95, atom 41 (H): 0.22, atom 42 (H): 0.22, atom 43 (H): 0.23, atom 44 (H): 0.21, atom 45 (H): 0.23, atom 46 (H): 0.24, atom 47 (H): 0.21, atom 48 (H): 0.24, atom 49 (H): 0.23

***

(6)
Density functional theory data (the ωB97M-V functional and the def2-TZVPD basis) for a cluster of 2 separate species, C10H18Cl5N4O2P2 in total at a distorted geometry.

The value obtained for the orbital gap is 8.7 eV. The max |F| comes out at 0.024 hartree/bohr. Its HOMO energy is -0.446 hartree. Its LUMO energy is -3.42 eV.

The geometry in ORCA input format:
```
! wB97M-V def2-TZVPD RIJCOSX def2/J DEFGRID3
* xyz 1 1
C 4.75 1.42 0.23
C 3.55 0.61 -0.11
N 3.31 0.30 -1.31
C 2.64 0.13 1.02
N 1.23 0.45 0.74
C 0.89 1.65 0.26
N -0.42 1.68 0.09
P -1.44 3.05 -0.53
O -2.08 3.52 0.87
Cl 0.01 4.43 -0.96
C -0.97 0.47 0.50
P -2.70 -0.08 0.60
O -3.04 -0.31 2.02
C 0.09 -0.31 0.91
C 0.14 -1.69 1.49
C -0.62 -2.78 0.71
C 0.05 -4.15 0.98
N 1.02 -4.54 -0.05
H 5.07 1.92 -0.68
H 4.57 2.13 1.03
H 5.57 0.76 0.53
H 2.47 -0.27 -1.41
H 2.78 -0.94 1.12
H 2.92 0.56 1.98
H 1.56 2.46 0.05
H -1.56 3.28 1.65
H -3.51 0.87 -0.04
H -2.72 -1.26 -0.16
H -0.23 -1.66 2.52
H 1.18 -2.00 1.56
H -1.63 -2.84 1.12
H -0.62 -2.60 -0.36
H -0.69 -4.93 1.13
H 0.60 -4.06 1.92
H 1.41 -3.71 -0.48
H 0.54 -5.05 -0.78
C -4.84 2.70 -3.64
Cl -5.99 1.54 -4.28
Cl -5.67 3.89 -2.64
Cl -3.63 1.85 -2.64
Cl -4.00 3.51 -4.97
*
```

Atom-resolved charges from natural (NBO), all expressed in e: atom 1 (C): -0.68, atom 2 (C): 0.29, atom 3 (N): -0.57, atom 4 (C): -0.30, atom 5 (N): -0.29, atom 6 (C): 0.26, atom 7 (N): -0.59, atom 8 (P): 1.34, atom 9 (O): -0.96, atom 10 (Cl): -0.27, atom 11 (C): -0.26, atom 12 (P): 1.51, atom 13 (O): -1.05, atom 14 (C): 0.24, atom 15 (C): -0.47, atom 16 (C): -0.42, atom 17 (C): -0.21, atom 18 (N): -0.82, atom 19 (H): 0.26, atom 20 (H): 0.22, atom 21 (H): 0.25, atom 22 (H): 0.32, atom 23 (H): 0.25, atom 24 (H): 0.24, atom 25 (H): 0.27, atom 26 (H): 0.51, atom 27 (H): -0.04, atom 28 (H): -0.05, atom 29 (H): 0.27, atom 30 (H): 0.22, atom 31 (H): 0.23, atom 32 (H): 0.21, atom 33 (H): 0.21, atom 34 (H): 0.18, atom 35 (H): 0.34, atom 36 (H): 0.37, atom 37 (C): -0.22, atom 38 (Cl): 0.08, atom 39 (Cl): 0.07, atom 40 (Cl): -0.01, atom 41 (Cl): 0.08